82
Properties=species:S:1:pos:R:3:lowdin_charge:R:1 method="wB97M-V/def2-TZVPD" de_lowest_ev=3.543 homo_energy_ev="-9.3 / -9.3" lumo_energy_ha="-0.185 / -0.186" total_charge=+1 gap_ev="4.29 / 4.26" e_tot_ev=-166303.0335 largest_force_ev_per_a=3.56
Co 1.9872 1.6422 0.7888 0.715
O -2.4975 4.6974 1.1980 0.074
C -2.4162 4.4677 -0.1149 -0.257
C -3.4365 4.9775 -0.9243 -0.002
C -3.4339 4.7707 -2.2848 -0.059
C -2.4202 4.0260 -2.8783 -0.078
C -1.4026 3.5242 -2.1015 -0.033
C -1.3681 3.7440 -0.7186 -0.077
C -0.2379 3.2177 0.0392 -0.369
O 0.7213 2.6186 -0.5286 -0.092
N -0.2372 3.4061 1.3721 0.073
N 0.7903 2.8394 1.9612 -0.013
C 0.9832 2.7753 3.2383 -0.005
C 2.1228 2.0119 3.6570 -0.232
C 2.3150 1.6111 4.9835 0.018
C 3.3972 0.8173 5.2985 -0.014
C 4.2916 0.4780 4.2855 -0.016
C 4.0434 0.9180 2.9983 -0.078
N 2.9794 1.6443 2.6702 0.069
H -1.7104 4.3096 1.6423 0.068
H -4.2204 5.5356 -0.4436 0.120
H -4.2261 5.1847 -2.8907 0.111
H -2.4317 3.8472 -3.9431 0.105
H -0.6034 2.9441 -2.5402 0.080
H 0.3024 3.2167 3.9564 0.149
H 1.5944 1.9153 5.7275 0.126
H 3.5464 0.4605 6.3059 0.124
H 5.1626 -0.1227 4.4833 0.117
H 4.7177 0.6834 2.1875 0.117
C -5.2515 -5.1463 3.6843 -0.071
C -3.8811 -4.8823 4.1917 -0.697
O -2.9093 -5.5554 4.0837 0.058
S -3.8039 -3.2385 5.0172 0.997
C -2.4466 -2.5120 4.1457 -0.518
C -2.6451 -1.1963 3.7239 -0.104
C -1.7106 -0.5897 2.9217 -0.023
C -0.5609 -1.2910 2.5258 -0.254
C -0.3433 -2.5883 3.0036 -0.011
C -1.2770 -3.1928 3.8207 -0.072
C 0.3697 -0.6363 1.7094 -0.076
C 1.1985 -0.0131 1.0547 -0.069
H -5.2834 -6.1107 3.1839 0.090
H -5.5178 -4.3581 2.9812 0.088
H -5.9690 -5.1146 4.5010 0.089
H -3.5470 -0.6782 4.0145 0.103
H -1.8515 0.4207 2.5666 0.116
H 0.5579 -3.1095 2.7155 0.120
H -1.1042 -4.1929 4.1833 0.103
C 1.0527 -2.9122 -3.4000 -0.029
N -0.2755 -2.4321 -3.6631 -0.080
C -0.8454 -1.3134 -3.1601 -0.751
Se -0.0881 -0.0607 -2.0680 0.704
N -2.1238 -1.2577 -3.6026 0.113
C -2.3966 -2.3519 -4.3885 -0.181
C -3.5398 -2.7721 -5.0438 -0.008
C -3.4586 -3.9620 -5.7457 -0.082
C -2.2709 -4.6898 -5.8168 -0.081
C -1.1226 -4.2722 -5.1680 -0.005
C -1.2075 -3.0992 -4.4339 -0.159
H 1.5133 -2.2827 -2.6396 0.043
H 1.6592 -2.8885 -4.3083 0.104
H 1.0044 -3.9398 -3.0349 0.102
H -2.7642 -0.5117 -3.3805 0.156
H -4.4487 -2.1942 -5.0104 0.113
H -4.3334 -4.3332 -6.2551 0.106
H -2.2478 -5.5993 -6.3982 0.106
H -0.1993 -4.8276 -5.2291 0.112
C 5.0668 3.7571 -1.3675 -0.048
C 3.6559 3.1883 -1.2943 -0.242
O 3.6391 1.9154 -0.6402 -0.244
C 3.9479 0.8433 -1.5319 -0.243
C 4.2146 -0.4248 -0.7412 -0.052
H 5.0416 4.7285 -1.8502 0.087
H 5.7311 3.1132 -1.9373 0.073
H 5.4695 3.8693 -0.3642 0.083
H 3.2047 3.0854 -2.2893 0.137
H 3.0235 3.8550 -0.7009 0.117
H 4.8372 1.1100 -2.1164 0.124
H 3.0994 0.6979 -2.2180 0.107
H 5.0980 -0.3125 -0.1174 0.076
H 4.3746 -1.2507 -1.4283 0.088
H 3.3545 -0.6484 -0.1089 0.042


82
Properties=species:S:1:pos:R:3:lowdin_charge:R:1 method="wB97M-V/def2-TZVPD" de_lowest_ev=2.234 homo_energy_ev=-5.1 lumo_energy_ha=0.073 total_charge=-1 gap_ev=7.06 e_tot_ev=-235107.3973 largest_force_ev_per_a=4.70
Ba -0.0179 0.1675 0.2568 1.804
C -0.8475 4.2343 -0.8992 -0.013
C -1.1379 3.7304 0.4688 -0.341
N -0.8929 2.5193 0.9237 0.015
C -1.3085 2.4988 2.2303 -0.125
C -1.8164 3.7244 2.5716 -0.081
N -1.7030 4.4867 1.4383 0.179
C -2.3880 4.2913 3.8118 -0.514
O -2.4336 3.4854 4.8357 0.112
O -2.7702 5.4473 3.8266 0.064
C -1.1563 1.2531 3.0486 -0.554
O -1.5195 1.2928 4.2495 0.047
O -0.6665 0.2686 2.4479 -0.313
H -0.3807 3.4417 -1.4765 0.021
H -0.1830 5.1007 -0.8583 0.083
H -1.7693 4.5326 -1.4011 0.085
H -2.0066 5.4452 1.3920 0.167
H -2.0224 2.5529 4.6005 0.032
Cl 7.2516 2.9148 0.6837 0.620
C 5.7068 2.1102 0.7540 -0.683
C 5.4430 1.2457 1.8275 -0.131
C 4.2405 0.5997 1.8921 -0.573
Cl 3.9044 -0.4841 3.1974 0.705
C 3.1986 0.7747 0.9133 -0.394
O 2.0913 0.1752 1.0013 -0.373
C 3.5232 1.6775 -0.1537 -0.124
C 2.5394 1.9593 -1.1662 -0.198
O 1.3880 1.5473 -1.1915 -0.249
C 4.7700 2.3197 -0.2167 -0.080
H 6.1866 1.0928 2.5972 0.102
H 2.8931 2.6279 -1.9776 0.132
H 4.9774 2.9917 -1.0418 0.110
N 1.1207 -4.2179 -2.0412 0.122
C 1.5134 -4.2783 -3.3858 -0.242
C 1.9030 -5.4831 -3.9497 -0.032
C 2.2813 -5.5450 -5.2868 -0.101
C 2.2912 -4.3960 -6.0543 -0.104
C 1.9197 -3.1816 -5.4852 -0.106
C 1.5171 -3.1205 -4.1631 -0.432
S 0.9889 -1.5785 -3.4513 0.967
N 1.0789 -1.8750 -1.8085 -0.264
C 1.1323 -3.0418 -1.3098 -0.359
C 1.2585 -3.1963 0.1640 -0.214
C 2.0849 -4.1815 0.6983 -0.015
C 2.1868 -4.2863 2.0774 -0.060
C 1.4592 -3.4187 2.8701 -0.047
C 0.6757 -2.4563 2.2478 -0.121
N 0.5825 -2.3428 0.9282 -0.013
H 1.1537 -5.0788 -1.5263 0.127
H 1.8933 -6.3822 -3.3430 0.109
H 2.5696 -6.4949 -5.7173 0.098
H 2.5893 -4.4319 -7.0941 0.098
H 1.9212 -2.2722 -6.0745 0.105
H 2.6749 -4.8220 0.0556 0.110
H 2.8357 -5.0307 2.5213 0.106
H 1.5045 -3.4662 3.9492 0.109
H 0.1124 -1.7294 2.8220 0.099
Se -2.7199 -1.2807 -0.2034 0.191
P -3.0779 -0.2156 -2.0352 0.056
Se -1.6024 1.0818 -2.8699 0.251
C -3.5689 -1.4765 -3.2767 -0.405
C -4.7327 -2.2106 -3.0612 -0.102
C -5.1123 -3.1892 -3.9646 -0.093
C -4.3248 -3.4509 -5.0792 -0.105
C -3.1582 -2.7309 -5.2864 -0.090
C -2.7820 -1.7400 -4.3883 -0.119
C -4.6226 0.7665 -1.8996 -0.411
C -5.0928 1.3922 -3.0530 -0.114
C -6.2318 2.1771 -3.0016 -0.093
C -6.9016 2.3506 -1.7957 -0.104
C -6.4318 1.7325 -0.6480 -0.090
C -5.2938 0.9358 -0.6986 -0.108
H -5.3291 -2.0146 -2.1778 0.103
H -6.0194 -3.7587 -3.8006 0.097
H -4.6211 -4.2168 -5.7861 0.093
H -2.5380 -2.9386 -6.1505 0.097
H -1.8774 -1.1645 -4.5421 0.033
H -4.5507 1.2678 -3.9826 0.093
H -6.5935 2.6664 -3.8982 0.097
H -7.7878 2.9725 -1.7542 0.094
H -6.9521 1.8741 0.2916 0.099
H -4.9200 0.4455 0.1925 0.057


15
Properties=species:S:1:pos:R:3:lowdin_charge:R:1 method="wB97M-V/def2-TZVPD" de_lowest_ev=2.127 homo_energy_ev=-13.5 lumo_energy_ha=-0.212 total_charge=+1 gap_ev=7.75 e_tot_ev=-15589.9748 largest_force_ev_per_a=4.78
C 2.9266 -0.5909 -0.7006 0.181
N 1.7563 -1.0581 -0.2845 0.125
H 3.7941 -0.9890 -0.2194 0.112
H 2.8987 0.0172 -1.5817 0.113
H 0.9699 -0.4450 -0.7642 -0.001
H 1.5557 -1.3070 0.6799 0.139
C -1.9020 -0.4809 0.7260 -0.170
C -1.8062 0.9396 0.2163 -0.574
S -0.2999 1.1271 -0.7794 0.797
H -2.5050 -0.6298 1.6290 0.088
H -2.0227 -1.1035 -0.2167 0.100
H -0.8289 -0.7106 1.0294 0.044
H -1.7520 1.6542 1.0422 0.081
H -2.6714 1.2247 -0.3878 0.079
H -0.1131 2.3518 -0.3884 -0.117


13
Properties=species:S:1:pos:R:3:lowdin_charge:R:1 method="wB97M-V/def2-TZVPD" de_lowest_ev=0.000 homo_energy_ev=-10.8 smiles=ClC(Cl)(Cl)Cl.ClCCCl lumo_energy_ha=0.007 gap_ev=10.95 e_tot_ev=-78310.2862 largest_force_ev_per_a=0.30
Cl -9.9869 20.5754 1.1717 0.544
C -9.8335 20.3266 -0.5668 -2.074
Cl -9.0914 21.7366 -1.3030 0.536
Cl -8.8312 18.9077 -0.8800 0.525
Cl -11.4298 20.0742 -1.2712 0.525
Cl -13.0215 18.7437 3.5414 0.528
C -12.7816 18.0681 1.9052 -0.669
C -12.3799 16.6137 1.9214 -0.645
Cl -10.8810 16.3379 2.8619 0.523
H -12.0031 18.6656 1.4431 -0.004
H -13.7315 18.2041 1.3953 0.073
H -12.1521 16.3027 0.9040 0.070
H -13.1402 15.9647 2.3449 0.068


50
Properties=species:S:1:pos:R:3:lowdin_charge:R:1 method="wB97M-V/def2-TZVPD" homo_energy_ev="-20.4 / -20.4" lumo_energy_ha="-0.622 / -0.598" total_charge=+4 gap_ev="3.48 / 4.17" e_tot_ev=-119977.8640 largest_force_ev_per_a=10.85
I -1.5626 2.9001 1.3763 0.573
I 0.6544 3.8780 -2.1897 0.890
Ga 1.2255 0.9055 -2.6615 -0.004
In -1.1054 0.5289 0.4332 0.153
S -1.1125 1.1423 -2.0228 0.570
S 1.3626 1.2144 -0.3203 0.711
C -2.3732 -1.6482 0.7576 0.080
C -2.4932 0.2674 -2.8208 -0.869
C 2.9125 0.8725 0.5750 -0.836
C -2.6763 1.0569 -4.1173 -0.074
C -2.1736 -1.1875 -3.0479 -0.044
C -3.7085 0.5786 -1.9500 -0.072
C 3.9205 1.8627 0.0149 -0.064
C 3.3078 -0.5774 0.3786 -0.031
C 2.6516 1.3319 2.0108 -0.059
C 0.8098 0.0636 -4.3130 0.058
C 3.0189 0.3640 -3.0038 0.062
O -3.0677 -2.5532 0.5475 0.215
O 0.5650 -0.5404 -5.2850 0.337
O 4.0574 -0.1464 -3.1722 0.339
H -1.8321 0.8932 -4.8085 0.086
H -2.8058 2.1210 -3.8320 0.108
H -3.5999 0.7073 -4.6045 0.132
H -1.2409 -1.2821 -3.6000 0.060
H -2.9626 -1.6368 -3.6558 0.136
H -2.1079 -1.7416 -2.1134 0.079
H -3.7347 0.0183 -1.0058 0.068
H -4.6167 0.3259 -2.5101 0.134
H -3.7177 1.6694 -1.7761 0.106
H 4.8231 1.7784 0.6310 0.136
H 3.4892 2.8684 0.1478 0.103
H 4.1869 1.6461 -1.0252 0.077
H 4.2418 -0.7704 0.9172 0.139
H 3.5072 -0.7801 -0.6810 0.072
H 2.5333 -1.2383 0.7829 0.083
H 3.6033 1.2846 2.5553 0.130
H 1.9195 0.7024 2.5340 0.086
H 2.3562 2.3985 1.9594 0.107
C -1.6798 -0.7938 3.7842 -0.048
N -0.5151 -1.6034 3.9442 -0.146
C -0.4568 -2.2917 5.2154 0.006
C 0.3611 -1.7838 2.9265 -0.227
O 0.3098 -1.2654 1.7875 -0.142
H -1.8988 -0.2602 4.7070 0.124
H -2.5792 -1.3781 3.5939 0.117
H -1.5835 -0.0277 3.0241 0.009
H -0.4452 -3.3743 5.0991 0.117
H 0.4149 -2.0134 5.8063 0.118
H -1.3540 -2.0111 5.7682 0.110
H 1.1715 -2.4749 3.2386 0.182